Record 1
A structure of composition C26H12F17NO2SeW in a non-equilibrium geometry. Source: the Open Molecules 2025 dataset; level of theory: wB97M-V/def2-TZVPD.

The geometry in XYZ format:
```
60
Properties=species:S:1:pos:R:3
W 0.398 0.162 -1.407
C 5.164 -0.271 2.641
C 3.814 -0.331 2.007
C 2.751 0.422 2.525
C 1.515 0.380 1.940
C 1.294 -0.420 0.807
N -0.030 -0.523 0.256
C -1.203 -1.024 0.834
C -1.166 -1.647 2.071
C -2.315 -2.209 2.593
C -3.522 -2.143 1.904
C -4.779 -2.744 2.459
C -3.545 -1.503 0.655
C -2.411 -0.949 0.100
C -2.506 -0.198 -1.224
O -1.257 -0.225 -1.951
C -3.556 -0.768 -2.239
F -3.328 -0.242 -3.435
F -3.419 -2.087 -2.315
F -4.796 -0.481 -1.874
C -2.779 1.330 -0.954
F -1.902 1.724 0.004
F -2.508 2.048 -2.041
F -3.997 1.579 -0.547
C 2.371 -1.188 0.254
C 3.599 -1.124 0.870
C 2.155 -1.956 -1.068
O 1.662 -0.998 -2.012
C 3.453 -2.508 -1.722
F 4.337 -1.516 -1.850
F 3.968 -3.467 -0.964
F 3.183 -2.975 -2.928
C 1.074 -3.120 -0.944
F 0.828 -3.378 0.337
F -0.073 -2.693 -1.517
F 1.435 -4.231 -1.538
H 5.088 -0.349 3.727
H 5.627 0.698 2.428
H 5.826 -1.049 2.269
H 2.905 1.029 3.409
H 0.682 0.931 2.360
H -0.229 -1.711 2.611
H -2.269 -2.710 3.552
H -4.647 -3.074 3.487
H -5.076 -3.609 1.860
H -5.600 -2.028 2.420
H -4.493 -1.443 0.136
H 4.434 -1.692 0.488
F -0.555 6.834 -0.336
C -0.135 5.731 -0.912
C 0.111 5.713 -2.277
F -0.073 6.805 -2.989
C 0.546 4.547 -2.890
F 0.779 4.537 -4.192
C 0.732 3.400 -2.141
Se 1.398 1.780 -2.886
C 0.488 3.456 -0.791
F 0.688 2.308 -0.068
C 0.052 4.585 -0.147
F -0.187 4.582 1.155
```

Calculated values
LUMO energy ... -0.32911 Eh
DFT total energy ... -5368.875488 a.u.
Highest occupied orbital energy ... -15.0 eV
Spin multiplicity ... 1
Total charge ... +2
Kohn-Sham gap ... 6.056 eV

---

Record 2
A structure of composition C26H14BrF3N5PtS3. Source: the Open Molecules 2025 dataset; level of theory: wB97M-V/def2-TZVPD.

The geometry in XYZ format:
```
53
Properties=species:S:1:pos:R:3
Pt 0.631 0.552 0.694
F -3.655 5.208 -0.175
C -3.518 4.056 -0.852
F -2.896 4.333 -1.993
F -4.750 3.622 -1.155
C -2.831 3.036 0.050
C -3.541 2.800 1.218
C -3.051 1.931 2.174
C -1.836 1.343 1.926
N -1.136 1.557 0.796
C -1.615 2.366 -0.169
S -0.853 2.598 -1.759
H -4.484 3.310 1.369
H -3.588 1.713 3.084
H -1.383 0.660 2.630
S -0.465 -0.828 -0.778
C 0.562 -0.686 -2.190
C 0.750 -1.836 -2.959
C 1.576 -1.839 -4.070
C 1.787 -3.068 -4.784
N 1.966 -4.054 -5.344
C 2.225 -0.663 -4.466
C 2.000 0.501 -3.745
C 1.192 0.494 -2.613
S 1.127 2.048 -1.755
C 3.117 -0.643 -5.590
N 3.852 -0.625 -6.471
H 0.273 -2.757 -2.653
H 2.466 1.422 -4.069
Br 3.771 -5.467 -2.403
C 3.368 -3.896 -1.455
C 4.089 -2.738 -1.713
C 3.789 -1.581 -1.012
C 2.768 -1.596 -0.071
C 2.034 -2.746 0.176
C 2.347 -3.906 -0.512
N 2.453 -0.396 0.651
C 3.393 0.227 1.253
C 3.067 1.456 1.979
C 4.017 2.218 2.630
C 3.602 3.359 3.307
C 2.259 3.685 3.307
C 1.364 2.870 2.627
N 1.756 1.778 1.977
H 4.870 -2.739 -2.461
H 4.324 -0.665 -1.231
H 1.235 -2.735 0.903
H 1.797 -4.817 -0.321
H 4.409 -0.158 1.263
H 5.057 1.924 2.605
H 4.321 3.979 3.825
H 1.892 4.560 3.823
H 0.306 3.096 2.600
```

Calculated values
LUMO energy ... -0.16726 Eh
DFT total energy ... -5460.316951 a.u.
Highest occupied orbital energy ... -11.0 eV
Spin multiplicity ... 1
Total charge ... +1
Kohn-Sham gap ... 6.429 eV